{
  "formula": "C20H17ClN2O4",
  "method": "wB97M-V/def2-TZVPD",
  "symbols": ["C", "N", "C", "O", "C", "C", "C", "C", "C", "C", "C", "C", "O", "C", "C", "C", "C", "C", "C", "C", "Cl", "C", "O", "N", "C", "C", "O", "H", "H", "H", "H", "H", "H", "H", "H", "H", "H", "H", "H", "H", "H", "H", "H", "H"],
  "coordinates": [[-3.0426, -1.0040, -2.3854], [-2.9592, -0.4264, -1.0548], [-2.1727, 0.7054, -0.9167], [-1.7459, 1.2887, -1.8845], [-1.9604, 1.1269, 0.4799], [-0.8700, 1.8215, 0.8633], [0.3060, 2.0318, 0.0407], [0.9518, 3.2652, 0.0165], [2.0888, 3.4546, -0.7453], [2.6139, 2.4034, -1.4770], [2.0069, 1.1595, -1.4370], [0.8562, 0.9651, -0.6909], [0.2757, -0.2891, -0.6482], [0.6669, -1.0712, 0.4749], [2.1402, -1.3854, 0.4425], [2.6007, -2.4323, -0.3483], [3.9510, -2.7068, -0.4597], [4.8707, -1.9281, 0.2227], [4.4368, -0.8793, 1.0124], [3.0808, -0.6103, 1.1151], [2.5860, 0.7171, 2.1125], [-2.9569, 0.7597, 1.5014], [-3.0333, 1.2919, 2.5871], [-3.7659, -0.3036, 1.1534], [-4.7057, -0.8166, 2.1369], [-3.7358, -0.9777, -0.0582], [-4.3949, -1.9761, -0.2286], [-3.6355, -0.3608, -3.0366], [-3.5081, -1.9829, -2.3044], [-2.0356, -1.0835, -2.7911], [-0.8404, 2.1903, 1.8832], [0.5333, 4.0831, 0.5840], [2.5688, 4.4213, -0.7629], [3.5039, 2.5446, -2.0713], [2.4167, 0.3254, -1.9863], [0.0798, -1.9892, 0.3926], [0.4011, -0.5539, 1.4070], [1.8795, -3.0308, -0.8846], [4.2853, -3.5254, -1.0783], [5.9268, -2.1342, 0.1414], [5.1425, -0.2641, 1.5481], [-4.5971, -0.2202, 3.0394], [-5.7220, -0.7394, 1.7518], [-4.4881, -1.8641, 2.3430]],
  "charge": 0,
  "relative_energy_kcal_mol": 0.00,
  "total_energy_ha": -1643.04903,
  "orbital_gap_ev": 8.389,
  "smiles": "CN1C(=O)C(=Cc2ccccc2OCc2ccccc2Cl)C(=O)N(C)C1=O"
}